(1)
{"formula": "C25H31N6PtSSe", "method": "ωB97M-V/def2-TZVPD", "gap_ha": 0.2817, "e_lumo_ha": -0.101, "charge": 1, "e_above_lowest_kcal_mol": 15.07, "energy_ev": -114793.5169, "elements": ["Pt", "Se", "S", "N", "N", "N", "N", "N", "N", "C", "C", "C", "C", "C", "C", "C", "C", "C", "C", "C", "C", "C", "C", "C", "C", "C", "C", "C", "C", "C", "C", "C", "C", "C", "H", "H", "H", "H", "H", "H", "H", "H", "H", "H", "H", "H", "H", "H", "H", "H", "H", "H", "H", "H", "H", "H", "H", "H", "H", "H", "H", "H", "H", "H", "H"], "xyz": [[0.327, 0.669, -0.314], [2.782, 1.304, -0.387], [-0.052, 1.957, -2.219], [-0.975, -0.892, -0.556], [-2.718, 1.638, -1.934], [3.869, -0.354, 1.656], [0.402, -0.203, 1.541], [-1.805, 1.003, -4.003], [3.028, -1.562, 0.059], [-1.666, -1.482, -1.542], [-1.235, 1.926, 3.234], [3.494, -3.829, 1.081], [4.624, -2.247, 3.172], [3.239, -0.302, 0.468], [-1.966, 3.103, 3.192], [0.808, 0.564, 2.725], [2.421, -1.989, -1.185], [-0.096, 4.222, 2.180], [-1.646, 1.480, -2.743], [-1.065, -1.709, 0.557], [0.068, 1.885, 2.747], [-1.843, -2.829, 0.250], [-3.901, 0.785, -2.028], [-1.398, 4.252, 2.658], [4.050, -1.672, 2.047], [-3.025, 1.218, -4.778], [4.616, -3.629, 3.228], [3.501, -2.442, 1.026], [4.061, -4.405, 2.202], [0.636, 3.044, 2.226], [-2.219, -2.684, -1.085], [-2.649, 2.395, -0.680], [-0.346, -1.255, 1.689], [-0.661, 0.548, -4.799], [-3.586, 0.295, -4.924], [-2.814, -3.367, -1.670], [1.652, 3.022, 1.853], [3.128, -2.618, -1.725], [0.354, 5.119, 1.774], [-2.157, 1.819, 0.105], [0.552, -0.013, 3.617], [-2.105, 3.321, -0.825], [1.889, 0.722, 2.708], [2.183, -1.108, -1.774], [-0.098, 1.387, -5.207], [-3.654, 1.954, -4.292], [4.165, 0.474, 2.144], [-4.772, 1.339, -2.381], [5.056, -1.650, 3.963], [-1.681, 1.029, 3.651], [-2.084, -3.644, 0.915], [1.505, -2.544, -0.975], [-3.672, 2.620, -0.377], [-4.110, 0.395, -1.032], [-3.712, -0.060, -2.681], [-2.975, 3.127, 3.585], [3.067, -4.429, 0.289], [-1.716, -1.053, -2.534], [-1.050, -0.058, -5.617], [-0.460, -1.709, 2.670], [5.052, -4.124, 4.085], [-1.965, 5.174, 2.629], [-2.737, 1.609, -5.754], [4.080, -5.483, 2.291], [0.003, -0.054, -4.194]], "lowdin_charge": [0.658, 0.677, 0.599, -0.125, -0.176, 0.124, -0.157, -0.198, -0.056, -0.172, -0.046, 0.010, 0.004, -0.684, -0.079, -0.166, -0.009, -0.069, -0.676, -0.324, -0.236, -0.036, -0.047, -0.083, -0.168, -0.034, -0.065, -0.153, -0.063, -0.067, -0.078, -0.072, -0.072, -0.073, 0.100, 0.097, 0.073, 0.108, 0.110, 0.060, 0.124, 0.078, 0.091, 0.053, 0.094, 0.090, 0.159, 0.101, 0.120, 0.116, 0.107, 0.099, 0.098, 0.104, 0.074, 0.107, 0.119, 0.090, 0.097, 0.142, 0.113, 0.107, 0.101, 0.113, 0.067]}

---

(2)
{"formula": "C10H30LiO5S4", "method": "ωB97M-V/def2-TZVPD", "gap_ha": 0.3534, "e_lumo_ha": -0.077, "charge": 1, "e_above_lowest_kcal_mol": 53.03, "energy_ev": -64627.3249, "elements": ["S", "S", "S", "S", "O", "O", "O", "O", "O", "C", "C", "C", "C", "C", "C", "C", "C", "C", "C", "Li", "H", "H", "H", "H", "H", "H", "H", "H", "H", "H", "H", "H", "H", "H", "H", "H", "H", "H", "H", "H", "H", "H", "H", "H", "H", "H", "H", "H", "H", "H"], "xyz": [[1.200, 3.041, -0.029], [-1.916, 0.717, -2.627], [0.631, -3.346, -1.144], [-2.178, 0.159, 2.453], [-1.026, 0.540, -1.394], [0.490, -1.885, -0.728], [1.375, 1.520, 0.242], [-0.950, -0.171, 1.614], [3.521, 0.680, 1.508], [-0.721, 0.245, -3.838], [-3.018, -0.622, -2.814], [-2.884, -1.456, 2.851], [-3.425, 0.704, 1.296], [2.945, 1.296, 2.787], [2.744, 3.705, -0.284], [0.545, -4.188, 0.493], [4.173, 1.092, 3.826], [0.702, 3.387, -1.605], [-0.934, -3.884, -1.766], [0.151, -0.033, 0.082], [-3.568, 0.171, 0.266], [4.260, 0.083, 4.216], [-0.316, -0.568, -3.729], [0.289, -5.232, 0.477], [1.486, -4.146, 1.036], [3.862, 1.632, 4.598], [3.479, 3.730, 0.644], [5.143, 1.244, 3.441], [2.091, 0.785, 2.971], [-1.109, 0.445, -5.053], [2.618, 4.819, -0.083], [-3.219, 1.673, 0.937], [2.928, 2.232, 2.653], [-2.671, -1.616, -2.967], [1.047, 2.405, -2.318], [-3.777, -0.578, -1.966], [-1.083, -3.638, -2.869], [-1.708, -3.562, -1.214], [2.878, 0.677, 0.914], [-2.115, -2.081, 3.276], [-3.660, -1.407, 3.401], [-0.358, -3.710, 0.989], [-3.531, -0.350, -3.700], [3.238, 3.476, -1.416], [-0.970, -5.076, -1.927], [0.126, 0.919, -3.892], [-4.342, 0.718, 1.708], [0.927, 4.420, -1.858], [-0.275, 3.103, -1.580], [-3.095, -2.073, 2.124]], "lowdin_charge": [0.869, 0.898, 0.886, 0.965, -0.633, -0.626, -0.591, -0.632, -0.084, -0.233, -0.263, -0.197, -0.248, -0.130, -0.336, -0.223, -0.024, -0.306, -0.293, 0.586, 0.093, 0.071, -0.062, 0.043, 0.058, 0.012, 0.108, 0.062, 0.076, 0.174, 0.073, 0.039, 0.013, 0.043, 0.153, 0.082, 0.072, -0.004, -0.084, 0.078, -0.009, 0.075, 0.044, 0.156, 0.126, 0.045, 0.010, 0.080, -0.022, 0.009]}

---

(3)
{"formula": "C23H53MnNOP3", "method": "ωB97M-V/def2-TZVPD", "spin_multiplicity": 6, "gap_ha": [0.2779, 0.2552], "e_lumo_ha": [-0.075, -0.148], "s_squared": 8.78, "charge": 1, "energy_ev": -87427.5961, "elements": ["Mn", "P", "P", "P", "O", "N", "C", "C", "C", "C", "C", "C", "C", "C", "C", "C", "C", "C", "C", "C", "C", "C", "C", "C", "C", "C", "C", "C", "C", "H", "H", "H", "H", "H", "H", "H", "H", "H", "H", "H", "H", "H", "H", "H", "H", "H", "H", "H", "H", "H", "H", "H", "H", "H", "H", "H", "H", "H", "H", "H", "H", "H", "H", "H", "H", "H", "H", "H", "H", "H", "H", "H", "H", "H", "H", "H", "H", "H", "H", "H", "H", "H"], "xyz": [[0.405, 0.017, -1.002], [0.290, 2.308, -1.054], [-0.577, -0.393, 1.806], [0.264, -2.221, -1.331], [3.289, 0.035, -0.782], [0.714, 0.125, -2.889], [1.773, 4.758, -0.764], [1.831, 3.247, -0.549], [-0.026, 1.343, 4.168], [1.105, -1.036, -3.678], [-3.313, 0.474, 2.420], [-1.396, 3.326, 0.945], [-2.304, 0.119, 1.327], [0.205, -2.137, 3.875], [0.400, 2.559, -2.880], [0.336, 0.938, 2.744], [-1.019, -1.450, 3.285], [2.133, -0.012, -0.535], [-1.535, -4.430, -1.758], [-1.365, -3.458, 0.553], [2.112, -2.993, 0.662], [1.766, -4.652, -1.199], [2.268, 2.974, 0.888], [0.406, -2.294, -3.161], [1.781, -3.173, -0.820], [-1.283, 3.183, -0.572], [-1.519, 4.531, -1.259], [1.098, 1.370, -3.540], [-1.292, -3.156, -0.939], [-0.624, -2.306, -3.536], [-2.286, -0.153, -2.241], [-2.359, -0.053, -1.481], [0.842, -0.876, -4.742], [2.778, 5.153, -0.555], [1.511, 5.046, -1.786], [-2.082, -2.423, -1.186], [-1.195, 2.377, 1.457], [2.211, -1.186, -3.678], [2.205, 1.521, -3.526], [1.085, 5.242, -0.060], [1.087, -5.239, -0.568], [2.374, 1.905, 1.098], [-4.282, 0.675, 1.935], [-2.676, -0.783, 0.808], [1.389, -3.504, 1.311], [-2.216, 0.914, 0.570], [-1.029, 1.800, 4.310], [-3.471, -0.367, 3.107], [-0.848, -5.236, -1.468], [-2.064, 2.482, -0.919], [0.630, -2.885, 3.196], [-1.475, -0.753, 4.004], [-3.047, 1.370, 3.003], [-1.809, -2.162, 3.009], [-0.713, 4.088, 1.347], [0.896, -3.216, -3.492], [0.424, 1.821, 2.093], [3.101, -3.437, 0.847], [0.890, 3.511, -3.117], [0.832, 1.332, -4.615], [-0.707, -4.284, 0.857], [-2.541, 4.851, -1.017], [-1.439, 4.467, -2.349], [-1.458, -4.262, -2.837], [-0.087, -2.664, 4.790], [0.975, -1.405, 4.138], [-2.556, -4.772, -1.545], [3.248, 3.447, 1.058], [0.076, 0.481, 4.837], [2.780, -5.044, -1.035], [1.331, 0.480, 2.791], [-1.096, -2.565, 1.142], [-2.423, 3.616, 1.215], [-2.395, -3.728, 0.825], [1.519, -4.822, -2.251], [-0.834, 5.305, -0.891], [2.166, -1.936, 0.948], [2.595, 2.825, -1.227], [1.571, 3.415, 1.613], [-0.630, 2.610, -3.249], [0.701, 2.105, 4.508], [2.577, -2.681, -1.405]], "lowdin_charge": [0.293, 1.007, 0.953, 0.972, 0.131, -0.271, -0.103, -0.511, -0.131, -0.309, -0.133, -0.118, -0.428, -0.135, -0.295, -0.427, -0.411, -0.221, -0.097, -0.134, -0.117, -0.101, -0.122, -0.298, -0.517, -0.527, -0.099, -0.310, -0.526, 0.086, 0.085, 0.036, 0.119, 0.093, 0.073, 0.081, 0.015, 0.122, 0.122, 0.074, 0.074, 0.040, 0.082, 0.064, 0.055, 0.013, 0.079, 0.068, 0.068, 0.092, 0.052, 0.067, 0.069, 0.079, 0.088, 0.087, 0.007, 0.096, 0.087, 0.119, 0.085, 0.091, 0.071, 0.070, 0.084, 0.064, 0.090, 0.098, 0.060, 0.092, 0.069, -0.022, 0.100, 0.097, 0.071, 0.067, 0.038, 0.112, 0.074, 0.088, 0.085, 0.110]}

---

(4)
{"formula": "C2H8N2O", "method": "ωB97M-V/def2-TZVPD", "gap_ha": 0.3761, "e_lumo_ha": 0.032, "e_above_lowest_kcal_mol": 46.04, "smiles": "C=O.NCN", "energy_ev": -7230.3314, "elements": ["O", "N", "N", "C", "C", "H", "H", "H", "H", "H", "H", "H", "H"], "xyz": [[-0.500, 2.258, -3.367], [-0.812, -1.507, 0.295], [0.951, -0.571, 1.825], [-0.217, 2.132, -2.207], [0.165, -0.471, 0.590], [-0.321, -2.392, 0.222], [1.504, -1.424, 1.847], [-0.329, 0.494, 0.648], [0.865, -0.472, -0.240], [0.701, 2.585, -1.811], [-0.883, 1.607, -1.506], [0.334, -0.623, 2.629], [-1.457, -1.618, 1.075]], "lowdin_charge": [-0.006, -0.010, -0.014, -0.145, -0.392, 0.058, 0.057, 0.089, 0.100, 0.079, 0.069, 0.056, 0.060]}

---

(5)
{"formula": "C6H14O", "method": "ωB97M-V/def2-TZVPD", "gap_ha": [0.4000, 0.3261], "e_lumo_ha": [0.020, 0.036], "e_above_lowest_kcal_mol": 118.32, "energy_ev": -8491.7616, "elements": ["O", "C", "C", "C", "C", "C", "C", "H", "H", "H", "H", "H", "H", "H", "H", "H", "H", "H", "H", "H", "H"], "xyz": [[3.854, -0.923, 0.176], [-3.354, 0.396, 0.271], [-2.098, 0.917, -0.276], [1.633, -0.108, 0.358], [0.420, 0.466, -0.372], [2.786, -0.399, -0.586], [-0.833, 0.479, 0.503], [0.643, 1.479, -0.737], [1.978, 0.579, 1.140], [-2.001, 0.479, -1.293], [3.084, 0.524, -1.112], [1.359, -1.046, 0.858], [-3.445, -0.648, 0.569], [0.214, -0.146, -1.262], [-3.210, -3.418, 1.293], [4.559, -1.180, -0.430], [-4.217, 1.044, 0.398], [-1.004, -0.527, 0.904], [2.452, -1.118, -1.352], [-0.694, 1.146, 1.363], [-2.126, 2.005, -0.415]], "lowdin_charge": [-0.071, 0.006, -0.304, -0.207, -0.232, -0.298, -0.225, 0.121, 0.122, 0.111, 0.120, 0.119, 0.022, 0.113, 0.029, 0.085, 0.042, 0.104, 0.119, 0.116, 0.109]}

---

(6)
{"formula": "C2H2N2O", "method": "ωB97M-V/def2-TZVPD", "gap_ha": 0.4108, "e_lumo_ha": 0.022, "e_above_lowest_kcal_mol": 51.48, "smiles": "c1ncon1", "energy_ev": -7131.6111, "elements": ["O", "N", "N", "C", "C", "H", "H"], "xyz": [[0.546, 1.141, -0.174], [1.363, 0.131, 0.357], [-0.681, -0.605, -0.136], [-0.729, 0.664, -0.372], [0.416, -0.862, 0.384], [0.693, -1.838, 0.690], [-1.607, 1.368, -0.749]], "lowdin_charge": [-0.074, 0.115, 0.065, -0.127, -0.268, 0.107, 0.181]}